Here is a 12-piece molecular cluster, C35H80N10O14 overall in a non-equilibrium geometry from OMol25. Energies are from wB97M-V/def2-TZVPD.

Element x y z (Å)
1 C 0.723 1.499 -0.208
2 C -0.516 0.811 0.479
3 C -0.882 -0.535 -0.093
4 O -1.264 -1.354 1.021
5 C -0.763 -0.771 2.095
6 O -0.876 -1.206 3.217
7 O -0.186 0.503 1.765
8 H 1.609 0.888 -0.380
9 H 0.972 2.427 0.308
10 H 0.376 1.791 -1.199
11 H -1.417 1.400 0.650
12 H -0.115 -1.105 -0.618
13 H -1.747 -0.584 -0.755
14 C -2.068 -4.119 -4.629
15 N -1.809 -4.699 -3.337
16 C -1.585 -6.128 -3.261
17 C -1.616 -3.930 -2.273
18 O -1.778 -2.701 -2.223
19 H -2.099 -3.031 -4.676
20 H -2.972 -4.526 -5.083
21 H -1.316 -4.414 -5.361
22 H -1.712 -6.474 -2.235
23 H -2.446 -6.697 -3.612
24 H -0.776 -6.578 -3.836
25 H -1.296 -4.549 -1.420
26 C 0.495 -0.940 -3.962
27 N 1.195 0.353 -3.946
28 C 2.631 0.357 -3.694
29 C 0.472 1.480 -4.018
30 O -0.738 1.534 -4.190
31 H 0.994 -1.733 -4.519
32 H -0.489 -0.894 -4.428
33 H 0.326 -1.255 -2.932
34 H 2.839 -0.352 -2.892
35 H 3.145 0.180 -4.639
36 H 2.933 1.380 -3.471
37 H 1.116 2.373 -3.989
38 C -4.377 -2.153 0.013
39 N -5.468 -2.326 0.989
40 C -6.544 -1.289 1.037
41 C -5.420 -3.371 1.835
42 O -6.361 -3.637 2.615
43 H -4.651 -2.179 -1.042
44 H -3.613 -2.923 0.124
45 H -3.980 -1.157 0.207
46 H -7.054 -1.148 0.085
47 H -7.310 -1.442 1.797
48 H -6.119 -0.290 1.129
49 H -4.485 -3.950 1.774
50 C 4.302 3.579 -1.119
51 N 5.590 3.329 -1.816
52 C 5.445 3.108 -3.259
53 C 6.822 3.453 -1.212
54 O 7.871 3.036 -1.718
55 H 3.815 4.487 -1.475
56 H 4.373 3.732 -0.042
57 H 3.655 2.733 -1.352
58 H 4.784 2.266 -3.465
59 H 5.053 3.991 -3.764
60 H 6.342 2.840 -3.818
61 H 6.821 3.774 -0.159
62 C -0.446 -6.058 3.348
63 N -0.428 -5.568 1.986
64 C -1.243 -4.313 1.884
65 C 0.289 -6.096 0.953
66 O 0.512 -5.564 -0.142
67 H -1.500 -6.215 3.576
68 H -0.054 -5.218 3.922
69 H 0.216 -6.914 3.480
70 H -1.256 -3.838 0.903
71 H -2.271 -4.558 2.152
72 H -0.942 -3.597 2.648
73 H 0.784 -7.010 1.315
74 C -4.220 -1.096 4.507
75 N -4.009 0.325 4.869
76 C -3.168 0.574 6.025
77 C -4.571 1.343 4.177
78 O -4.520 2.564 4.474
79 H -4.587 -1.724 5.319
80 H -3.278 -1.506 4.142
81 H -4.895 -1.141 3.652
82 H -3.326 1.597 6.367
83 H -3.322 -0.150 6.825
84 H -2.121 0.446 5.751
85 H -5.189 0.936 3.361
86 C 5.767 1.631 1.746
87 N 4.641 0.699 1.589
88 C 4.737 -0.095 0.376
89 C 3.634 0.582 2.414
90 O 3.529 1.144 3.468
91 H 5.595 2.238 2.634
92 H 5.692 2.317 0.902
93 H 6.781 1.231 1.750
94 H 4.350 0.508 -0.445
95 H 5.653 -0.599 0.068
96 H 4.013 -0.903 0.488
97 H 2.930 -0.196 2.079
98 C -1.981 4.151 -1.779
99 N -2.889 3.245 -1.106
100 C -3.488 3.748 0.104
101 C -3.063 1.968 -1.549
102 O -3.631 1.127 -0.880
103 H -1.343 4.486 -0.961
104 H -2.631 4.918 -2.202
105 H -1.384 3.695 -2.569
106 H -2.705 3.727 0.862
107 H -3.952 4.734 0.085
108 H -4.172 2.970 0.442
109 H -2.540 1.843 -2.510
110 C 2.791 -2.949 -1.362
111 N 3.085 -3.665 -2.612
112 C 4.312 -3.296 -3.341
113 C 2.242 -4.720 -2.982
114 O 2.614 -5.538 -3.858
115 H 2.093 -3.451 -0.692
116 H 2.436 -1.959 -1.646
117 H 3.733 -2.869 -0.820
118 H 4.297 -2.218 -3.500
119 H 5.157 -3.522 -2.690
120 H 4.506 -3.728 -4.323
121 H 1.287 -4.708 -2.434
122 C 0.475 5.694 1.988
123 N 0.885 6.649 0.948
124 C 2.198 6.336 0.272
125 C -0.071 7.399 0.365
126 O -0.089 7.705 -0.843
127 H 0.385 4.675 1.613
128 H -0.492 6.081 2.308
129 H 1.198 5.618 2.800
130 H 2.121 5.444 -0.349
131 H 2.505 7.186 -0.338
132 H 3.012 6.169 0.978
133 H -0.956 7.662 0.965
134 C -1.133 2.593 4.060
135 O -1.807 3.633 3.372
136 H -1.688 1.661 3.962
137 H -0.093 2.418 3.784
138 H -1.159 2.795 5.131
139 H -2.698 3.657 3.727

Output
spin multiplicity = 1
Kohn-Sham gap = 9.300 eV
SMILES = C[C@H]1COC(=O)O1.CN(C)C=O.CN(C)C=O.CN(C)C=O.CN(C)C=O.CN(C)C=O.CN(C)C=O.CN(C)C=O.CN(C)C=O.CN(C)C=O.CN(C)C=O.CO
net charge = 0
maximum force = 5.117 eV/Å
LUMO = 0.159 eV
HOMO energy = -9.14 eV